1.
Here is C17H23NO4 in the gas phase from the Open Molecules 2025 dataset. Energies are from the ωB97M-V functional and the def2-TZVPD basis.

- ΔE to the lowest compared entry with this formula, charge and spin: 23.9 kcal per mole
- E: -1017.3448 a.u.
- SMILES: CCCCCCC(=O)NCC(=O)OCC(=O)c1ccccc1
- E_HOMO: -0.359 Ha
- Molecular weight: 305.4 g mol⁻¹
- Largest force on an atom: 0.64 eV/A
- Lowest unoccupied orbital energy: 0.22 eV

Atoms and positions in Å:
C  6.21224  3.04794  -4.99459
C  4.90790  2.76473  -4.25956
C  5.13690  2.51827  -2.77040
C  3.83472  2.22987  -2.02835
C  4.07153  1.98171  -0.54080
C  2.76766  1.68929  0.19962
C  2.20959  0.32634  -0.16371
O  2.87898  -0.60484  -0.55223
N  0.85588  0.23495  -0.03279
C  0.19090  -1.03869  -0.11828
C  -0.57785  -1.32538  1.15584
O  -0.71690  -0.53632  2.05275
O  -1.10945  -2.54783  1.13819
C  -1.89483  -2.90516  2.27074
C  -3.02698  -1.92415  2.59272
O  -3.42548  -1.81614  3.72585
C  -3.58750  -1.15315  1.46197
C  -3.64018  -1.65100  0.16095
C  -4.16654  -0.87235  -0.85353
C  -4.63394  0.40447  -0.58511
C  -4.59361  0.90024  0.70855
C  -4.08161  0.12335  1.72937
H  6.69846  3.92995  -4.58299
H  6.89405  2.20594  -4.89750
H  6.02766  3.22008  -6.05254
H  4.22920  3.61188  -4.38557
H  4.42691  1.88772  -4.69832
H  5.61851  3.39510  -2.32997
H  5.81457  1.67102  -2.64619
H  3.15226  3.07526  -2.15340
H  3.35924  1.34845  -2.46268
H  4.73606  1.12467  -0.42196
H  4.55334  2.85494  -0.09594
H  2.95028  1.67892  1.27790
H  2.02527  2.46108  -0.01106
H  0.35879  0.94976  0.47865
H  0.95318  -1.80629  -0.28842
H  -0.51722  -1.06268  -0.95638
H  -2.31720  -3.88662  2.04063
H  -1.26150  -2.98515  3.16076
H  -3.29125  -2.64900  -0.05759
H  -4.21271  -1.26350  -1.85922
H  -5.03501  1.01003  -1.38431
H  -4.96495  1.89171  0.92001
H  -4.03896  0.48956  2.74358

Listed below, in e, are the Löwdin charges computed for each atom: -0.12, -0.28, -0.23, -0.22, -0.21, -0.11, -0.49, 0.07, 0.07, -0.06, -0.47, 0.14, 0.00, -0.07, -0.35, 0.12, -0.16, -0.03, -0.07, -0.08, -0.07, -0.01, 0.07, 0.07, 0.07, 0.11, 0.11, 0.12, 0.12, 0.12, 0.12, 0.11, 0.11, 0.13, 0.12, 0.14, 0.14, 0.14, 0.14, 0.15, 0.12, 0.10, 0.10, 0.11, 0.12

***

2.
Here is a gas-phase ion, C4H7N6O2 (charge +1) in a non-equilibrium geometry from the Open Molecules 2025 dataset. Energies are from the ωB97M-V functional and the def2-TZVPD basis.

- Total charge: +1
- ΔE to the lowest compared entry with this formula, charge and spin: 146.9 kcal per mole
- E: -635.1086 a.u.
- SMILES: CN(/N=C/[N+](=O)O)c1ncn[nH]1
- E_HOMO: -0.510 Ha
- Molecular weight: 171.1 g mol⁻¹
- Largest force on an atom: 6.11 eV/A
- Lowest unoccupied orbital energy: -6.64 eV

Atoms and positions in Å:
C  -0.25990  -1.84072  0.03446
N  -0.21749  -0.38057  0.11421
N  0.80608  0.29385  0.20737
C  2.34150  -0.53296  0.09864
N  3.34445  0.28660  -0.04065
O  4.47386  -0.11790  -0.30785
O  3.12967  1.57942  -0.23577
C  -1.43668  0.26723  0.05627
N  -2.59446  -0.26180  -0.16649
C  -3.47750  0.71116  -0.21811
N  -2.88097  1.90314  -0.03144
N  -1.64105  1.61048  0.13633
H  -0.11404  -2.43023  1.07800
H  -1.17911  -2.12810  -0.35596
H  0.63255  -2.09353  -0.51154
H  2.39987  -1.56670  0.27785
H  2.23988  1.71131  0.01263
H  -4.62857  0.67214  -0.22583
H  -0.93811  2.31718  0.07788

Listed below, in e, are the Löwdin charges computed for each atom: 0.05, -0.10, 0.23, 0.11, -0.34, 0.14, 0.18, -0.31, 0.15, -0.14, 0.11, 0.08, 0.19, 0.07, 0.08, 0.11, 0.07, 0.16, 0.16

***

3.
Here is a molecular structure, C27H30N4O2 in a non-equilibrium geometry from the Open Molecules 2025 dataset. Energies are from the ωB97M-V functional and the def2-TZVPD basis.

- ΔE to the lowest compared entry with this formula, charge and spin: 135.5 kcal per mole
- E: -1416.2076 a.u.
- E_HOMO: -0.268 Ha
- Molecular weight: 442.6 g mol⁻¹
- Largest force on an atom: 6.01 eV/A
- Lowest unoccupied orbital energy: -1.26 eV

Atoms and positions in Å:
N  2.18914  -0.66080  -2.21709
C  2.20849  0.68080  -2.47776
N  3.46097  1.10670  -2.76582
C  4.27050  -0.01160  -2.73124
C  5.69521  0.09450  -3.08608
O  6.32024  1.13450  -3.20156
C  3.45496  -1.12352  -2.40324
H  1.29717  1.28348  -2.40211
H  6.11051  -0.92562  -3.25746
H  3.76754  -2.13456  -2.21657
C  -4.10010  1.69355  2.35587
N  -2.81207  1.63917  1.70956
C  -1.94599  2.69513  1.77722
O  -2.18116  3.78305  2.29723
C  -0.66220  2.27383  1.06436
C  0.56052  2.28080  1.99185
C  0.90217  3.67902  2.45587
C  0.91214  3.98163  3.82045
C  1.09430  5.30220  4.23434
C  1.32010  6.30781  3.28588
C  1.37569  5.98821  1.92381
C  1.18198  4.66785  1.50805
N  -0.99910  0.93508  0.57616
C  -0.10496  0.26240  -0.16767
C  -0.28596  -1.04917  -0.62020
C  0.44343  -1.76568  -1.53121
C  0.19617  -3.13455  -1.84913
C  1.09348  -3.93617  -2.62611
C  0.81988  -5.26612  -2.90473
C  -0.36221  -5.87072  -2.45753
C  -0.64524  -7.30301  -2.80984
C  -1.25425  -5.11258  -1.69952
C  -0.99078  -3.78815  -1.40222
C  -2.30744  0.44257  1.04723
C  -2.16971  -0.69689  2.06826
C  -3.25490  0.04014  -0.09071
H  -4.21138  2.66977  2.83157
H  -4.90417  1.55270  1.62584
H  -4.19144  0.90922  3.11587
H  -0.49011  2.95340  0.20621
H  0.33763  1.63119  2.85701
H  1.41439  1.84129  1.44900
H  0.73312  3.17734  4.53955
H  1.05293  5.54117  5.29734
H  1.45177  7.34147  3.60705
H  1.56222  6.75938  1.17582
H  1.21369  4.39437  0.44903
H  0.81687  0.79750  -0.38641
H  -1.11910  -1.56030  -0.14111
H  1.15634  -1.23322  -2.29839
H  2.01454  -3.48282  -2.99615
H  1.52361  -5.84902  -3.49495
H  -1.61997  -7.61623  -2.41979
H  -0.64832  -7.45528  -3.89995
H  0.12024  -7.97620  -2.39568
H  -2.17674  -5.56791  -1.35634
H  -1.72943  -3.23019  -0.83714
H  -1.63767  -0.33844  2.96046
H  -3.17167  -1.04560  2.34986
H  -1.61567  -1.54259  1.65629
H  -3.47415  0.91736  -0.71328
H  -2.81893  -0.73647  -0.72173
H  -4.18713  -0.34515  0.34171

Listed below, in e, are the Löwdin charges computed for each atom: -0.03, -0.20, 0.09, -0.28, -0.25, 0.03, -0.07, 0.11, 0.11, 0.10, -0.01, -0.04, -0.37, 0.09, -0.16, -0.08, -0.24, -0.04, -0.08, -0.08, -0.07, -0.04, 0.03, 0.01, -0.06, 0.00, -0.18, 0.00, -0.04, -0.27, -0.05, -0.04, -0.02, -0.46, 0.01, 0.01, 0.10, 0.09, 0.09, 0.17, 0.13, 0.13, 0.11, 0.10, 0.10, 0.11, 0.12, 0.12, 0.05, -0.03, 0.10, 0.12, 0.08, 0.09, 0.09, 0.11, 0.09, 0.10, 0.09, 0.07, 0.11, 0.07, 0.09

***

4.
Here is 11 unconnected molecules or ions with the total composition C5H35N2O10 in a non-equilibrium geometry from the Open Molecules 2025 dataset. Energies are from the ωB97M-V functional and the def2-TZVPD basis.

- Total charge: +1
- ΔE to the lowest compared entry with this formula, charge and spin: 112.9 kcal per mole
- E: -1073.1147 a.u.
- E_HOMO: -0.432 Ha
- Molecular weight: 283.3 g mol⁻¹
- Largest force on an atom: 8.44 eV/A
- Lowest unoccupied orbital energy: -2.51 eV

Atoms and positions in Å:
C  -1.92402  1.78870  -0.93002
N  -3.10087  0.98982  -0.67364
C  -3.25008  -0.13319  -1.61960
C  -2.56806  -1.44187  -1.18195
C  -0.44019  1.20380  -0.51847
N  -0.18328  0.87979  0.95036
C  0.10310  2.07865  1.67644
H  -1.97017  2.02470  -2.05426
H  -2.15925  2.87037  -0.49440
H  -3.13250  0.63250  0.25651
H  -4.33339  -0.45252  -1.65002
H  -3.04116  0.19766  -2.64283
H  -3.20652  -2.21383  -0.98307
H  -1.81606  -1.30814  -0.36834
H  -2.16327  -1.80882  -2.15951
H  0.29242  1.97271  -0.92250
H  -0.32918  0.24835  -0.99356
H  0.53740  0.02391  0.91165
H  -1.07464  0.44501  1.23696
H  -0.67909  2.92581  1.64447
H  0.98598  2.63443  1.24109
H  0.18929  1.90098  2.77999
H  3.55558  1.17726  1.21444
H  2.72895  1.85168  0.07477
O  2.74990  1.05893  0.69008
H  2.73226  2.40524  -4.40575
H  2.59449  1.33496  -3.43598
O  2.46543  2.26964  -3.55959
H  -0.60030  -1.90578  4.12030
H  -1.14634  -2.37152  2.68399
O  -0.40678  -2.24845  3.22425
H  2.15172  -1.68741  1.00787
H  0.64083  -1.93710  1.84678
O  1.04881  -1.60028  1.01450
H  -4.97078  0.54975  2.85950
H  -3.89178  1.68267  3.05656
O  -4.11915  0.75835  3.29481
H  -3.52629  -2.07720  1.86141
H  -2.83307  -0.91130  2.63065
O  -2.68337  -1.63629  1.97195
H  0.66383  -3.94938  -1.20540
H  0.79740  -2.51294  -0.56515
O  0.89439  -2.96856  -1.30348
H  2.64314  -1.93461  -3.39139
H  1.85050  -1.53464  -2.21261
O  2.62832  -1.40742  -2.71876
H  3.39633  2.70409  -2.14088
H  3.70429  3.71867  -0.99278
O  3.48116  2.83324  -1.18651
H  3.40348  -0.66982  0.05843
H  3.38917  -2.10102  -0.40337
O  3.45145  -1.55773  0.45288

Listed below, in e, are the Löwdin charges computed for each atom: -0.20, -0.10, -0.25, -0.09, -0.09, -0.04, -0.08, 0.13, 0.14, 0.06, 0.12, 0.11, 0.03, 0.05, 0.09, 0.14, 0.09, 0.14, 0.14, 0.12, 0.10, 0.11, 0.08, 0.03, -0.09, 0.01, 0.05, 0.02, 0.09, -0.03, -0.04, 0.06, 0.02, -0.16, 0.07, 0.06, -0.07, 0.07, 0.05, -0.06, 0.12, -0.11, -0.03, -0.05, -0.01, 0.04, 0.01, 0.04, -0.04, 0.04, 0.11, -0.03